[1]
84
Properties=species:S:1:pos:R:3 method="wB97M-V/def2-TZVPD" total_energy_ha=-7048.38037 charge=+1 orbital_gap_ev=5.89
C -0.20918 6.83656 0.71392
C -1.09563 6.90356 -0.51616
N -1.11411 8.00907 -1.13732
C -1.91295 5.70796 -1.04433
N -1.00294 4.70520 -1.68060
N -0.68557 5.02353 -2.91793
C 0.13507 4.21893 -3.54198
C 0.53315 4.63699 -4.94967
C 1.50247 5.85703 -4.79536
C 2.96057 5.39780 -4.55672
Br 3.33161 5.29968 -2.62687
C 0.59904 3.04444 -2.89070
P 1.71827 1.81432 -3.69552
O 1.90845 0.69117 -2.76211
C 0.25076 2.74098 -1.61970
C -0.60023 3.66430 -0.97808
Br -1.04382 3.27040 0.80320
H 0.82739 6.98129 0.38467
H -0.41056 7.67057 1.38774
H -0.24439 5.88334 1.23979
H -1.70498 7.96073 -1.96863
H -2.59335 5.24848 -0.32842
H -2.54376 6.10222 -1.84293
H -0.37907 4.95615 -5.45633
H 1.02599 3.79652 -5.44145
H 1.20995 6.39863 -3.89100
H 1.41460 6.55834 -5.62716
H 3.68621 6.09191 -4.97178
H 3.07800 4.39052 -4.95215
H 2.95181 2.48540 -3.87012
H 1.23932 1.45675 -4.97760
H 0.59327 1.84708 -1.10835
C 2.37165 -3.32580 -1.53946
C 3.10017 -2.29641 -2.38247
C 4.39343 -2.11780 -1.60473
O 4.66661 -3.37260 -0.97091
C 3.51107 -4.21485 -1.06482
H 1.60347 -3.87660 -2.08219
H 1.90099 -2.82766 -0.68886
H 3.31514 -2.70439 -3.37455
H 2.53630 -1.37412 -2.50163
H 4.28499 -1.36053 -0.81955
H 5.23357 -1.83784 -2.24214
H 3.72279 -5.00707 -1.79078
H 3.31654 -4.67677 -0.09595
C -0.28214 -2.63375 1.04458
C -1.53723 -2.63045 1.90793
C -1.64029 -1.16636 2.30195
O -1.07710 -0.40647 1.21800
C -0.39367 -1.29682 0.32737
H -0.22199 -3.47832 0.35945
H 0.60885 -2.64377 1.67968
H -2.39935 -2.92085 1.30840
H -1.48153 -3.29712 2.76735
H -1.05480 -0.95538 3.20333
H -2.66966 -0.84829 2.47343
H -0.99108 -1.38638 -0.58796
H 0.58052 -0.87532 0.06687
C -5.22060 -5.48205 -0.70543
C -5.34404 -6.17113 0.64638
C -4.07545 -5.71167 1.34777
O -3.76772 -4.40923 0.83007
C -4.58217 -4.15615 -0.32174
H -6.16939 -5.36085 -1.22603
H -4.54678 -6.04966 -1.35183
H -6.22248 -5.79505 1.17615
H -5.42427 -7.25503 0.58225
H -3.23355 -6.37411 1.12195
H -4.19038 -5.65398 2.43050
H -5.34067 -3.41590 -0.04484
H -3.96489 -3.73907 -1.11952
C 2.35383 -1.86077 5.82686
C 1.59664 -0.96990 6.80172
C 0.17452 -1.06809 6.27170
O 0.04239 -2.36633 5.68305
C 1.34001 -2.96261 5.56264
H 3.29803 -2.23762 6.21701
H 2.56070 -1.31180 4.90430
H 1.65111 -1.38987 7.80870
H 1.96590 0.05412 6.84041
H -0.01104 -0.32014 5.49156
H -0.57599 -0.94669 7.05362
H 1.41738 -3.75969 6.30911
H 1.44627 -3.40489 4.57091



[2]
15
Properties=species:S:1:pos:R:3 method="wB97M-V/def2-TZVPD" total_energy_ha=-760.05345 charge=-2 orbital_gap_ev=5.99 smiles="O=C([O-])NCCC[S-]" e_above_lowest_kj_mol=25.1
C -0.27399 0.40672 0.50726
N 1.12401 0.29659 0.89614
C 1.78298 1.30954 1.62138
O 1.07426 2.29054 1.96423
O 2.98592 1.06028 1.92479
C -0.72344 -0.85311 -0.25771
C -1.03926 -0.65532 -1.74095
S -1.29494 -2.26899 -2.63907
H -0.47588 1.31714 -0.08144
H -0.88789 0.65974 1.38027
H 1.60896 -0.45564 0.46164
H -0.02343 -1.69225 -0.19247
H -1.63114 -1.26907 0.18874
H -0.25116 -0.05223 -2.20378
H -1.97501 -0.09393 -1.82904



[3]
14
Properties=species:S:1:pos:R:3 method="wB97M-V/def2-TZVPD" total_energy_ha=-953.54652 charge=0 orbital_gap_ev=8.52 smiles="CCC(=S)SC" e_above_lowest_kj_mol=105.3
C 2.42506 -0.27565 -0.36547
C 1.19326 -0.45818 0.47831
C -0.07961 0.36003 0.11888
C -2.88456 0.28025 -0.00395
H 3.11176 0.44424 0.07833
H 2.96052 -1.18896 -0.36041
H 2.22520 0.05666 -1.46229
H 1.45171 -0.31363 1.49224
H 0.72605 -1.46187 0.43169
H -2.96669 0.94791 -0.93338
H -3.71007 -0.40708 -0.30784
H -3.04335 0.74900 0.97782
S -0.03102 1.95734 -0.01602
S -1.37826 -0.69008 -0.12791



[4]
16
Properties=species:S:1:pos:R:3 method="wB97M-V/def2-TZVPD" total_energy_ha=-780.79715 charge=0 orbital_gap_ev=6.49 e_above_lowest_kj_mol=882.4
C -0.64857 1.38328 -0.07869
C -0.24848 -0.05878 -0.21957
C 1.25928 -0.42881 -0.43646
C 0.73274 -0.74669 0.80757
H -3.02034 1.66236 -0.09306
H -1.04009 1.68340 -1.13039
H 0.28693 2.00350 0.05113
H -2.33043 -1.19090 -0.05322
H 1.50773 -1.12632 -1.20586
H 2.93567 0.78376 -0.05958
H 0.91955 -0.19597 1.69875
H 0.02642 -2.50418 0.16065
O -1.56850 1.26659 0.97500
O 2.12607 0.68618 -0.75005
O 0.37641 -1.93810 1.25996
S -1.31438 -1.27932 -0.92618



[5]
8
Properties=species:S:1:pos:R:3 method="wB97M-V/def2-TZVPD" total_energy_ha=-906.19845 charge=0 orbital_gap_ev=5.19 e_above_lowest_kj_mol=0.0
C -1.19691 0.02180 0.06444
C -0.01171 1.22151 -0.26887
C 0.02389 -0.01176 -0.73406
C 0.77592 -1.33202 -0.03204
O 1.91491 -0.85901 0.33202
Ca 2.13288 1.16078 0.08101
H -1.52659 -0.14202 1.09855
H -2.11240 -0.05928 -0.54106



[6]
17
Properties=species:S:1:pos:R:3 method="wB97M-V/def2-TZVPD" total_energy_ha=-251.20815 charge=+1 orbital_gap_ev=11.88 e_above_lowest_kj_mol=163.3
C 0.01755 -0.08377 -0.00935
C 0.00028 1.29117 -0.72422
C 0.60241 2.30169 0.18853
N -0.78069 -1.12718 -0.74244
H 1.06149 -0.55282 -0.05668
H -0.01397 0.20540 1.03721
H -1.07898 1.41902 -1.03164
H 0.42613 1.31739 -1.72001
H 0.14028 2.35128 1.15290
H 1.64843 1.94869 0.25302
H 0.60711 3.41781 -0.00421
H -0.16987 -1.94670 -0.87436
H -1.45930 -1.40686 -0.02099
H -1.27550 -0.82129 -1.63151
H 0.40069 -3.34463 0.97620
H -0.20063 -2.51947 2.06605
O 0.07459 -2.44972 1.14150